1.
DFT (wB97M-V/def2-TZVPD) results for C18H36NaO18 as an isolated structure.

LUMO level: -1.83 eV
ΔE to the lowest compared entry with this formula, charge and spin: 49.5 kcal per mole
HOMO-LUMO gap: 0.4098 Ha
E: -60515.84352 eV

```
! RIJCOSX wB97M-V def2-TZVPD def2/J DEFGRID3
* xyz 1 1
Na -0.034 0.197 -0.529
C 0.954 -4.098 -4.032
O 0.345 -2.892 -3.691
C 0.910 -1.967 -2.925
O 0.315 -0.949 -2.569
O 2.237 -2.254 -2.682
C 3.010 -1.406 -1.908
H 0.675 -4.944 -3.404
H 2.044 -4.072 -4.010
H 0.559 -4.263 -5.034
H 4.014 -1.356 -2.329
H 2.997 -1.740 -0.870
H 2.742 -0.352 -1.988
C 0.463 3.473 2.012
O -0.614 3.019 2.812
C -1.213 1.842 2.436
O -0.765 1.036 1.662
O -2.321 1.527 3.082
C -2.790 2.256 4.214
H 0.770 4.451 2.383
H 0.242 3.685 0.966
H 1.308 2.789 1.924
H -2.543 3.314 4.125
H -2.401 1.852 5.148
H -3.866 2.357 4.359
C -1.725 -1.810 3.017
O -1.052 -3.071 2.756
C -0.501 -3.249 1.477
O -0.232 -2.334 0.659
O -0.158 -4.540 1.257
C 0.596 -5.004 0.154
H -2.613 -1.744 2.389
H -1.018 -0.984 2.940
H -2.152 -1.867 4.018
H -0.016 -5.052 -0.747
H 0.916 -6.005 0.441
H 1.487 -4.422 -0.079
C 1.727 -0.970 3.406
O 2.735 -0.170 2.853
C 2.793 0.094 1.569
O 2.016 -0.260 0.670
O 3.840 0.888 1.437
C 4.387 1.212 0.199
H 1.857 -1.209 4.462
H 1.601 -1.938 2.921
H 0.762 -0.469 3.322
H 4.763 2.230 0.298
H 3.683 1.357 -0.620
H 5.204 0.659 -0.265
C -0.908 2.874 -4.001
O 0.388 3.208 -3.575
C 0.676 3.288 -2.261
O 0.083 2.752 -1.274
O 1.669 4.184 -2.133
C 2.144 4.661 -0.900
H -1.217 1.860 -3.749
H -0.998 3.084 -5.067
H -1.617 3.564 -3.543
H 2.541 3.828 -0.320
H 1.309 5.098 -0.352
H 3.099 5.182 -0.966
C -4.640 0.622 1.027
O -4.364 -0.468 0.203
C -3.474 -0.434 -0.790
O -2.738 0.496 -1.051
O -3.521 -1.660 -1.490
C -2.742 -1.868 -2.584
H -4.933 0.301 2.026
H -5.414 1.257 0.595
H -3.769 1.249 1.219
H -1.910 -2.474 -2.225
H -2.377 -0.987 -3.113
H -3.225 -2.461 -3.360
*
```

2.
DFT (wB97M-V/def2-TZVPD) results for a 4-piece molecular cluster, CH9NO5 overall.

LUMO level: 0.08 eV
ΔE to the lowest compared entry with this formula, charge and spin: 17.7 kcal per mole
HOMO-LUMO gap: 0.4021 Ha
E: -12911.17373 eV
SMILES: NC(=O)O.O.O.O

```
! RIJCOSX wB97M-V def2-TZVPD def2/J DEFGRID3
* xyz 0 1
N 0.514 -0.697 0.093
C 0.424 -1.906 0.754
O 1.324 -2.471 1.298
O -0.846 -2.431 0.605
H -0.247 -0.508 -0.540
H 1.417 -0.601 -0.357
H -1.114 -2.735 1.484
O 1.949 1.489 1.943
H 1.118 1.978 1.909
H 1.734 0.688 1.444
O -2.080 1.575 -0.551
H -1.727 1.165 0.254
H -1.720 2.459 -0.381
O -0.061 0.404 -2.428
H 0.016 1.362 -2.393
H -0.701 0.229 -3.133
*
```

3.
DFT (wB97M-V/def2-TZVPD) results for C19H20CsF3N6O10 as an isolated structure.

LUMO level: 3.58 eV
ΔE to the lowest compared entry with this formula, charge and spin: 6.7 kcal per mole
HOMO-LUMO gap: 0.2401 Ha
E: -58145.05081 eV

```
! RIJCOSX wB97M-V def2-TZVPD def2/J DEFGRID3
* xyz -2 1
Cs -0.027 -0.856 -0.191
O 1.647 -3.092 1.101
C 0.548 -3.291 1.673
O -0.546 -3.551 1.122
C 0.530 -3.081 3.178
C 0.594 -4.101 4.068
C 0.568 -3.839 5.461
C 0.478 -2.547 5.931
C 0.435 -1.496 5.034
C 0.426 -1.686 3.598
O 0.301 -0.775 2.757
N 0.375 -0.168 5.605
O -0.078 -0.045 6.744
O 0.791 0.775 4.957
N 0.646 -4.918 6.397
O 0.726 -6.064 5.965
O 0.619 -4.671 7.602
H 0.661 -5.125 3.729
H 0.455 -2.350 6.991
N 2.395 0.719 0.899
C 1.871 1.953 1.487
C 1.267 2.876 0.434
N -0.042 2.404 -0.018
H 2.464 -0.014 1.597
H 3.311 0.861 0.492
H 2.634 2.510 2.047
H 1.102 1.665 2.209
H 1.925 2.922 -0.438
H 1.223 3.895 0.846
H -0.378 2.993 -0.780
H -0.707 2.506 0.742
C 2.351 -4.153 -1.945
C 2.501 -2.908 -2.779
O 3.583 -2.431 -3.092
N 1.333 -2.307 -3.126
C 1.289 -1.042 -3.826
C -0.062 -0.397 -3.629
C -0.190 0.975 -3.455
C -1.453 1.509 -3.253
C -2.543 0.649 -3.247
C -2.319 -0.705 -3.429
N -1.108 -1.229 -3.612
H 2.172 -3.864 -0.901
H 3.267 -4.735 -2.011
H 1.499 -4.754 -2.267
H 0.448 -2.763 -2.971
H 1.476 -1.175 -4.899
H 2.081 -0.396 -3.449
H 0.668 1.637 -3.436
H -1.557 2.572 -3.065
H -3.548 1.017 -3.083
H -3.143 -1.411 -3.413
F 1.234 6.544 -3.977
C 0.047 6.207 -3.442
F -0.227 7.144 -2.511
F -0.874 6.368 -4.427
C -0.004 4.745 -2.877
O 0.901 3.998 -3.261
O -0.986 4.536 -2.142
*
```

4.
DFT (wB97M-V/def2-TZVPD) results for an isolated ion of composition CH2NO2 and charge -1.

LUMO level: 4.80 eV
ΔE to the lowest compared entry with this formula, charge and spin: 2.3 kcal per mole
HOMO-LUMO gap: 0.3147 Ha
E: -6656.27848 eV
SMILES: NC(=O)[O-]

```
! RIJCOSX wB97M-V def2-TZVPD def2/J DEFGRID3
* xyz -1 1
N -0.047 -0.704 0.284
C 0.036 0.601 -0.356
O 1.079 0.846 -0.972
O -1.032 1.243 -0.220
H -0.819 -0.727 0.928
H 0.783 -1.260 0.337
*
```

5.
DFT (wB97M-V/def2-TZVPD) results for a 11-piece molecular cluster, C60H151N9O20 overall.

LUMO level: 0.26 eV
ΔE to the lowest compared entry with this formula, charge and spin: 86.1 kcal per mole
HOMO-LUMO gap: 0.3216 Ha
E: -119011.22361 eV
SMILES: COCCNCCOC.COCCNCCOC.COCCNCCOC.COCCNCCOC.COCCNCCOC.COCCNCCOC.COCCNCCOC.COCCNCCOC.COCCNCCOC.CC(C)O.CC(C)O

```
! RIJCOSX wB97M-V def2-TZVPD def2/J DEFGRID3
* xyz 0 1
C 25.327 -7.339 -4.353
O 25.382 -6.070 -3.630
C 24.174 -5.785 -2.966
C 24.204 -4.526 -2.110
N 23.255 -4.556 -1.068
C 21.863 -4.413 -1.486
C 21.541 -3.150 -2.322
O 21.950 -3.322 -3.738
C 21.016 -4.032 -4.571
H 25.097 -8.186 -3.706
H 26.296 -7.495 -4.827
H 24.629 -7.270 -5.187
H 23.849 -6.683 -2.440
H 23.387 -5.627 -3.703
H 24.156 -3.642 -2.745
H 25.213 -4.398 -1.718
H 23.461 -3.717 -0.546
H 21.216 -4.334 -0.612
H 21.524 -5.319 -1.989
H 22.148 -2.380 -1.846
H 20.482 -2.899 -2.260
H 21.432 -4.285 -5.547
H 20.129 -3.412 -4.702
H 20.623 -4.935 -4.104
C 12.394 -2.047 -2.403
O 13.231 -3.202 -2.210
C 14.555 -3.006 -1.721
C 15.299 -4.292 -1.212
N 15.843 -5.143 -2.253
C 14.788 -5.637 -3.122
C 15.243 -6.633 -4.200
O 15.050 -8.011 -3.716
C 15.338 -8.986 -4.701
H 11.681 -2.252 -3.202
H 13.093 -1.248 -2.649
H 11.917 -1.807 -1.453
H 14.448 -2.259 -0.935
H 15.111 -2.579 -2.555
H 14.724 -4.888 -0.504
H 16.127 -3.917 -0.609
H 16.243 -6.011 -1.926
H 14.335 -4.716 -3.490
H 14.040 -6.164 -2.530
H 16.292 -6.436 -4.419
H 14.650 -6.432 -5.092
H 14.493 -8.985 -5.391
H 15.302 -9.931 -4.159
H 16.270 -8.704 -5.190
C 24.650 -13.159 0.432
O 24.193 -14.457 0.695
C 23.156 -14.874 -0.241
C 22.790 -16.347 -0.104
N 22.172 -16.848 1.155
C 21.982 -18.311 1.218
C 21.304 -18.694 2.537
O 22.258 -18.551 3.611
C 21.751 -19.028 4.858
H 25.470 -12.841 1.076
H 23.887 -12.381 0.411
H 25.086 -13.238 -0.564
H 23.523 -14.667 -1.246
H 22.270 -14.249 -0.132
H 23.712 -16.907 -0.261
H 22.176 -16.583 -0.973
H 22.778 -16.575 1.916
H 22.890 -18.853 0.957
H 21.343 -18.626 0.394
H 20.949 -19.725 2.552
H 20.415 -18.094 2.730
H 22.521 -18.802 5.596
H 21.461 -20.078 4.900
H 20.903 -18.492 5.285
C 7.135 -9.536 3.305
O 5.731 -9.553 3.373
C 5.052 -8.943 2.302
C 3.543 -8.755 2.709
N 3.315 -7.811 3.833
C 1.846 -7.667 4.070
C 1.631 -7.198 5.518
O 2.264 -8.124 6.464
C 1.853 -7.945 7.850
H 7.539 -10.132 4.123
H 7.594 -8.553 3.200
H 7.553 -10.158 2.514
H 5.076 -9.615 1.444
H 5.489 -8.009 1.952
H 3.216 -9.714 3.111
H 2.897 -8.510 1.866
H 3.729 -8.090 4.711
H 1.295 -8.607 4.020
H 1.501 -6.903 3.374
H 0.565 -6.990 5.610
H 2.031 -6.188 5.607
H 2.204 -8.747 8.499
H 0.764 -7.913 7.869
H 2.160 -6.978 8.248
C 8.727 -9.713 -3.586
O 9.218 -11.051 -3.458
C 10.550 -11.077 -2.972
C 11.079 -12.526 -3.088
N 12.216 -12.765 -2.260
C 12.697 -14.123 -2.457
C 14.003 -14.539 -1.716
O 15.159 -13.981 -2.340
C 16.360 -14.511 -1.779
H 7.676 -9.765 -3.872
H 9.338 -9.075 -4.223
H 8.721 -9.273 -2.589
H 10.562 -10.796 -1.919
H 11.255 -10.406 -3.463
H 11.385 -12.768 -4.106
H 10.226 -13.141 -2.799
H 12.979 -12.186 -2.581
H 12.853 -14.415 -3.495
H 12.001 -14.854 -2.045
H 14.010 -15.625 -1.802
H 14.044 -14.274 -0.659
H 16.357 -14.522 -0.689
H 17.225 -13.890 -2.014
H 16.419 -15.589 -1.927
C 20.094 -12.815 6.152
O 20.504 -11.505 5.870
C 21.125 -11.244 4.602
C 21.551 -9.757 4.568
N 20.332 -8.945 4.598
C 20.721 -7.535 4.542
C 19.502 -6.574 4.653
O 18.702 -6.843 5.753
C 17.687 -5.971 6.047
H 19.531 -12.837 7.085
H 20.939 -13.503 6.195
H 19.352 -13.186 5.446
H 20.462 -11.531 3.785
H 22.030 -11.851 4.601
H 22.126 -9.626 3.652
H 22.264 -9.508 5.355
H 19.734 -9.268 5.345
H 21.256 -7.320 3.617
H 21.452 -7.444 5.345
H 18.858 -6.665 3.779
H 19.943 -5.591 4.816
H 17.139 -6.297 6.931
H 16.921 -5.807 5.289
H 18.069 -4.984 6.307
C 12.315 -7.362 11.459
O 12.280 -8.353 12.494
C 12.750 -7.868 13.776
C 11.892 -6.803 14.411
N 10.606 -7.372 14.705
C 9.743 -6.264 15.120
C 8.336 -6.837 15.205
O 8.000 -7.173 13.880
C 6.617 -7.542 13.714
H 11.630 -6.532 11.636
H 12.038 -7.954 10.587
H 13.292 -6.898 11.323
H 13.751 -7.471 13.605
H 12.715 -8.737 14.434
H 11.944 -5.929 13.762
H 12.403 -6.498 15.324
H 10.250 -7.936 13.946
H 9.721 -5.436 14.411
H 10.027 -6.026 16.146
H 7.702 -6.043 15.599
H 8.337 -7.729 15.831
H 5.999 -6.646 13.763
H 6.309 -8.327 14.405
H 6.358 -7.849 12.700
C 15.636 -9.649 3.094
O 15.461 -8.838 1.979
C 15.316 -9.589 0.764
C 16.608 -10.383 0.204
N 17.694 -9.405 0.047
C 18.881 -10.205 -0.397
C 18.942 -10.413 -1.927
O 20.267 -10.728 -2.387
C 20.437 -10.830 -3.831
H 16.523 -10.277 3.005
H 14.856 -10.389 3.277
H 15.670 -9.002 3.971
H 14.932 -8.919 -0.005
H 14.523 -10.336 0.794
H 16.238 -10.820 -0.724
H 16.927 -11.166 0.892
H 17.723 -8.910 0.927
H 19.016 -11.170 0.093
H 19.774 -9.643 -0.123
H 18.757 -9.492 -2.479
H 18.263 -11.197 -2.264
H 21.467 -11.110 -4.051
H 20.112 -9.966 -4.411
H 19.860 -11.695 -4.158
C 25.464 -15.771 -7.723
O 24.793 -15.690 -8.986
C 25.548 -14.836 -9.895
C 24.845 -14.725 -11.215
N 24.973 -15.979 -11.982
C 24.508 -16.049 -13.414
C 24.760 -17.381 -14.076
O 23.852 -18.479 -13.787
C 24.087 -19.667 -14.593
H 26.415 -16.291 -7.834
H 25.007 -16.519 -7.074
H 25.499 -14.883 -7.092
H 26.585 -15.124 -10.069
H 25.757 -13.851 -9.479
H 25.207 -13.894 -11.820
H 23.839 -14.341 -11.048
H 24.661 -16.819 -11.516
H 24.910 -15.267 -14.058
H 23.428 -15.958 -13.526
H 25.766 -17.697 -13.799
H 24.744 -17.217 -15.154
H 23.556 -20.521 -14.174
H 25.164 -19.826 -14.546
H 23.928 -19.600 -15.670
C 22.294 -8.200 -9.731
C 22.981 -7.652 -11.024
C 24.495 -7.904 -11.127
O 22.357 -8.347 -12.095
H 22.554 -9.236 -9.513
H 21.207 -8.196 -9.818
H 22.458 -7.593 -8.841
H 22.774 -6.589 -11.150
H 24.868 -7.459 -12.050
H 24.745 -8.963 -11.066
H 25.116 -7.539 -10.309
H 22.760 -7.986 -12.887
C 18.396 -10.397 9.907
C 17.402 -11.515 10.303
C 16.466 -11.901 9.170
O 18.155 -12.622 10.533
H 19.006 -10.658 9.042
H 18.977 -10.153 10.797
H 17.693 -9.615 9.620
H 16.815 -11.204 11.167
H 17.067 -11.974 8.264
H 15.753 -11.093 9.003
H 15.994 -12.863 9.372
H 17.544 -13.219 10.972
*
```

6.
DFT (wB97M-V/def2-TZVPD) results for a 2-piece molecular cluster, C10H9N4 overall.

LUMO level: 3.30 eV
ΔE to the lowest compared entry with this formula, charge and spin: 34.8 kcal per mole
HOMO-LUMO gap: 0.3092 Ha
E: -16473.49885 eV

```
! RIJCOSX wB97M-V def2-TZVPD def2/J DEFGRID3
* xyz -1 1
C 1.790 2.623 -0.180
C 2.670 1.577 -0.669
C 0.600 2.234 0.357
C 2.355 0.260 -0.426
C 0.223 0.923 0.421
C 1.092 -0.076 0.045
C -2.952 -0.608 -0.812
C 0.917 -2.900 0.396
C -0.338 -2.209 0.659
C 0.633 -1.405 0.282
N -2.868 -0.709 0.501
N -3.511 0.586 -1.182
N -3.335 0.455 0.953
N -3.619 1.241 -0.031
H 2.113 3.576 -0.193
H 3.656 1.835 -1.117
H -0.161 2.898 0.653
H 3.019 -0.536 -0.864
H -0.694 0.600 0.974
H 1.656 -3.206 1.232
H 0.925 -3.544 -0.403
H -2.699 -1.428 -1.497
H -1.472 -2.190 0.898
*
```

Question: Which of these has the highest ΔE to the lowest compared entry with this formula, charge and spin?
Answer: C60H151N9O20

Question: LUMO level of number 1 (C18H36NaO18)?
Answer: -1.83 eV

Question: The highest E belongs to which entry?
Answer: CH2NO2